Computed, not measured: a cluster of 10 separate species, C14H44F3O15PS in total at a distorted geometry, with the ωB97M-V functional and the def2-TZVPD basis.

```
78
Properties=species:S:1:pos:R:3
H -3.402 -4.464 0.798
O 2.718 -0.700 -1.879
C 3.313 1.229 4.843
O 2.145 0.454 4.597
H -0.204 3.008 1.603
H 0.216 -2.746 -1.335
C 0.327 -1.290 0.243
O 3.922 -2.751 -4.216
H 5.449 -1.499 -4.909
H -4.481 -5.489 2.605
H 6.000 -2.923 -3.988
C -2.141 4.239 -0.327
H 1.177 -3.512 1.205
O -1.557 -1.678 -1.150
H 4.691 -3.900 1.471
F 2.216 1.245 -0.354
H 2.730 -1.551 -2.346
C -6.346 3.731 -4.494
H -4.557 0.304 -2.544
C -4.559 -5.827 1.568
H 5.521 3.996 4.672
O -6.329 2.356 -4.863
O -0.756 4.451 -0.585
H 0.165 1.709 2.776
O -0.818 -1.729 1.075
O -3.437 -5.427 0.798
C 1.449 1.278 -1.430
H 2.701 -2.233 0.101
H -6.876 4.339 -5.231
O -2.565 -0.129 0.437
O -1.868 1.975 2.343
C -0.551 2.492 2.505
H 4.157 0.587 5.119
H -4.609 0.595 -0.232
H 0.404 -0.224 0.431
H -5.495 -5.452 1.143
C 5.219 -2.166 -4.076
H -5.335 4.126 -4.365
C 3.938 5.044 4.234
H 3.096 1.894 5.677
H 3.088 4.911 3.570
H -5.868 2.278 -5.703
H -2.587 5.216 -0.158
C 1.569 0.006 -2.301
S -2.154 -1.491 0.303
H 4.406 -6.202 1.125
O -5.426 0.777 -0.707
H 1.744 0.397 -3.312
H 4.465 5.959 3.951
C 3.611 -5.528 1.449
H 2.682 -5.830 0.971
F 0.184 1.492 -0.999
F 1.786 2.356 -2.121
H -0.528 -0.225 -2.674
H 3.569 5.148 5.258
P 1.691 -2.219 1.058
C -5.080 1.124 -2.040
H 5.190 -1.584 -3.159
H 3.588 1.829 3.979
H -2.640 3.771 -1.180
C 0.314 -0.858 -2.388
O 3.874 -4.183 1.050
H 3.491 -5.604 2.532
O 2.071 -1.576 2.337
H 0.479 -1.545 -3.224
H -5.997 1.330 -2.582
C -0.123 -1.718 -1.173
H -0.587 3.213 3.318
H 3.908 -3.278 -5.020
H 2.330 -0.132 3.854
H -4.588 -6.915 1.560
H -2.299 3.625 0.565
O -3.070 -2.543 0.571
H -6.869 3.798 -3.544
H -1.854 1.333 1.625
H -0.354 3.592 -0.735
O 4.764 3.895 4.089
H -4.450 2.019 -2.066
```

As for the structure (SMILES): O=[PH2][C@@H]1OS(=O)(=O)O[C@H]1C[C@H](O)C(F)(F)F.CO.CO.CO.CO.CO.CO.CO.CO.CO. The orbital gap is 9.14 eV. The calculation puts the total energy at -2727.3888 a.u. Its lowest unoccupied orbital energy is -0.14 eV.

Löwdin population analysis, charges in e, atoms 1 to 4:
1 H 0.017
2 O -0.011
3 C -0.165
4 O -0.138


Computed, not measured: a cluster of 7 separate species, C14H44N4O11 in total at a distorted geometry, with the ωB97M-V functional and the def2-TZVPD basis.

```
73
Properties=species:S:1:pos:R:3
H 0.993 -4.417 -2.505
C 4.242 -0.574 -2.372
N -2.117 -1.968 -1.342
H 2.612 -0.059 -3.695
H -0.641 -4.231 1.111
H -0.983 -3.640 -1.222
H 1.216 -2.103 2.155
H -1.898 0.401 -5.204
O 2.177 1.483 -0.283
H -0.497 -2.325 -3.445
N 1.252 3.516 1.649
H -1.301 -1.413 -1.125
C -1.771 -3.248 -1.866
H 1.054 -1.653 -0.167
C -2.973 -4.171 -1.657
O -0.670 -4.383 -3.763
H 1.625 4.513 4.663
H -0.632 4.451 4.159
C 0.463 -2.419 1.433
H -2.003 -2.779 -4.018
O -1.335 2.819 -4.169
H 0.160 1.603 -4.691
H -2.508 -1.399 -2.079
H -1.762 2.178 4.426
H 1.264 3.492 2.659
C -0.235 3.602 4.716
O -2.471 0.099 -3.217
H 2.128 3.770 1.215
O 4.135 -0.963 -4.739
H 0.455 4.071 1.369
O 1.020 -2.566 0.127
C 3.351 -0.847 -3.548
H 1.255 -3.728 -4.053
H -3.024 0.883 -3.253
O 4.485 0.875 -2.077
H -0.159 1.504 4.547
H -2.512 5.279 5.472
C -1.426 0.337 -4.223
C -0.619 1.597 -3.929
H -1.573 -2.981 2.825
H 1.208 -5.473 -3.913
H -0.650 2.189 3.009
O 0.042 1.413 0.251
H 5.155 -1.154 -2.507
O -1.975 3.483 6.426
H -2.134 2.834 -3.637
H -3.774 4.519 6.369
H -0.313 -1.659 1.345
H -0.343 4.666 6.682
C 0.743 -4.553 -3.558
H -0.704 -0.472 -4.330
C -2.700 4.704 6.379
C -0.039 -3.760 1.889
H 3.565 -1.328 -5.419
N 1.046 0.947 -0.329
C -0.597 3.710 6.223
C -0.733 2.309 4.089
H -2.920 -4.416 -0.596
H 3.799 -1.090 -1.520
H -0.040 1.609 -3.005
H 2.798 -1.773 -3.392
H -2.529 5.337 7.249
H 0.718 -4.510 2.119
H 1.792 3.048 4.917
C -1.228 -3.126 -3.334
H -3.916 -3.649 -1.814
H 3.653 1.179 -1.707
O -0.842 -3.575 3.015
O 0.957 -0.043 -1.014
H -2.984 -5.150 -2.136
N 1.229 3.646 4.329
H -0.064 2.921 6.754
H 1.001 2.608 1.286
```

The orbital gap (spin up / spin down) is 2.48 / 8.80 eV. The calculation puts the total energy at -1606.2114 a.u. The total charge is -1. Its lowest unoccupied orbital energy (spin up / spin down) is 2.36 / 2.32 eV. Its multiplicity is 2.

Löwdin population analysis, charges in e, atoms 1 to 4:
1 H 0.079
2 C -0.195
3 N 0.054
4 H 0.111